# C34H59Br2N3O5

A cluster of 9 separate species, C34H59Br2N3O5 in total at a distorted geometry (ωB97M-V/def2-TZVPD, OMol25).

Each line ends with the Mulliken charge.
Cartesian coordinates (Å):
C  14.629  0.927  18.790  -0.59
C  15.065  0.892  17.365  -0.65
C  16.217  -0.114  17.350  -0.33
O  16.765  0.152  18.674  -0.41
C  15.973  1.013  19.546  -0.35
H  14.067  0.025  19.035  0.29
H  13.949  1.776  18.858  0.32
H  15.341  1.888  17.020  0.31
H  14.283  0.460  16.741  0.33
H  16.872  0.065  16.498  0.26
H  15.717  -1.082  17.335  0.25
H  16.329  2.042  19.497  0.28
H  15.782  0.684  20.568  0.28
C  23.111  -0.489  10.928  -0.60
C  23.213  0.097  12.328  -0.42
C  21.779  0.013  12.749  -0.34
O  21.373  -1.270  12.261  -0.42
C  22.215  -1.740  11.172  -0.32
H  24.070  -0.790  10.507  0.36
H  22.689  0.277  10.277  0.28
H  23.588  1.121  12.347  0.33
H  23.901  -0.539  12.885  0.21
H  21.083  0.801  12.463  0.25
H  21.643  -0.119  13.822  0.22
H  21.562  -2.055  10.357  0.26
H  22.849  -2.585  11.439  0.20
C  27.891  -3.488  12.790  -0.44
C  28.467  -2.104  12.934  -0.39
C  29.426  -2.061  11.761  -0.49
O  28.730  -2.787  10.762  -0.42
C  27.796  -3.706  11.261  -0.33
H  26.945  -3.607  13.318  0.30
H  28.618  -4.262  13.034  0.20
H  28.931  -1.799  13.872  0.35
H  27.650  -1.429  12.678  0.15
H  30.389  -2.534  11.950  0.29
H  29.682  -1.020  11.563  0.32
H  27.975  -4.719  10.904  0.28
H  26.828  -3.282  10.994  0.18
C  16.003  -8.981  15.499  -0.65
C  14.813  -8.806  14.657  -0.49
C  14.452  -7.426  15.184  -0.53
O  15.615  -6.771  15.676  -0.36
C  16.706  -7.588  15.387  -0.35
H  16.637  -9.756  15.069  0.35
H  15.767  -9.223  16.535  0.31
H  14.127  -9.620  14.891  0.28
H  15.126  -8.751  13.614  0.28
H  13.671  -7.569  15.931  0.31
H  14.199  -6.809  14.322  0.30
H  17.389  -7.586  16.237  0.23
H  17.255  -7.413  14.462  0.29
C  24.305  -11.665  17.947  -0.39
C  23.076  -11.129  18.767  -0.33
C  23.386  -11.428  20.244  -0.37
O  24.584  -12.151  20.209  -0.43
C  25.389  -11.905  19.041  -0.43
H  24.751  -10.909  17.300  0.19
H  24.218  -12.662  17.514  0.30
H  22.201  -11.679  18.422  0.20
H  22.862  -10.078  18.570  0.23
H  22.748  -12.154  20.747  0.22
H  23.396  -10.548  20.888  0.25
H  26.105  -12.684  18.781  0.34
H  25.998  -11.023  19.237  0.23
Br  29.679  -5.061  17.070  -0.14
C  28.359  -6.557  17.237  -0.70
C  28.269  -7.501  16.021  -0.31
Br  29.915  -8.639  15.937  -0.14
H  27.436  -5.995  17.380  0.32
H  28.655  -7.132  18.115  0.40
H  28.178  -6.875  15.133  0.26
H  27.395  -8.141  16.140  0.30
N  21.960  -7.678  13.245  0.01
C  21.391  -7.449  11.999  -0.53
C  20.798  -8.600  11.649  -0.27
C  20.679  -9.413  12.748  -0.45
C  21.523  -8.917  13.698  -0.64
H  22.334  -6.956  13.844  0.23
H  21.608  -6.576  11.402  0.40
H  20.457  -8.844  10.654  0.38
H  20.052  -10.291  12.685  0.38
H  21.676  -9.146  14.742  0.48
N  25.465  -4.629  22.566  0.00
C  26.793  -4.279  22.623  -0.52
C  27.165  -3.886  21.364  -0.32
C  25.998  -3.560  20.665  -0.48
C  24.988  -4.144  21.396  -0.44
H  25.016  -5.129  23.319  0.21
H  27.311  -4.693  23.475  0.34
H  28.132  -3.586  20.989  0.37
H  26.017  -3.329  19.611  0.42
H  23.940  -4.140  21.134  0.43
N  21.721  -3.958  16.106  0.13
C  22.783  -4.669  16.536  -0.60
C  22.360  -5.557  17.493  -0.42
C  20.960  -5.350  17.654  -0.57
C  20.594  -4.343  16.798  -0.52
H  21.661  -3.217  15.422  0.11
H  23.787  -4.441  16.211  0.50
H  23.065  -6.196  18.003  0.48
H  20.259  -5.870  18.290  0.43
H  19.649  -3.833  16.673  0.46

Output
**Net charge**: 0
**Gap between HOMO and LUMO**: 8.2 eV
**DFT total energy**: -191000.6547 eV
**Energy relative to the best compared isomer or geometry (same formula, charge and spin)**: 84.7 kcal/mol
**Structure (SMILES)**: c1cc[nH]c1.c1cc[nH]c1.c1cc[nH]c1.C1CCOC1.C1CCOC1.C1CCOC1.C1CCOC1.C1CCOC1.BrCCBr